# 1
Density functional theory data (ωB97M-V/def2-TZVPD) for a structure of composition C39H34ClN3SSi2Yb in a non-equilibrium geometry.

ORCA input file:
```
! wB97M-V def2-TZVPD RIJCOSX def2/J DEFGRID3
* xyz 1 2
C 1.012 -0.800 1.562
C 1.672 -1.406 0.452
C 2.696 -0.518 0.020
H 1.465 -2.397 0.053
C 2.672 0.627 0.854
C 1.630 0.456 1.808
H 1.395 1.128 2.634
H 0.231 -1.253 2.164
H 3.417 -0.712 -0.767
H 3.372 1.458 0.820
Yb 0.437 0.605 -0.440
Si 2.791 0.318 -6.696
C 1.799 -0.170 -8.206
C 0.934 0.794 -8.759
H 0.929 1.821 -8.370
C 0.016 0.441 -9.755
H -0.654 1.206 -10.138
C -0.035 -0.869 -10.234
H -0.715 -1.130 -11.048
C 0.854 -1.818 -9.716
H 0.839 -2.825 -10.119
C 1.764 -1.485 -8.707
H 2.455 -2.222 -8.294
C 3.511 1.969 -7.162
C 4.248 2.027 -8.360
H 4.471 1.091 -8.876
C 4.695 3.257 -8.858
H 5.257 3.285 -9.790
C 4.451 4.434 -8.143
H 4.817 5.386 -8.537
C 3.745 4.376 -6.939
H 3.549 5.296 -6.391
C 3.301 3.150 -6.420
H 2.778 3.101 -5.455
H 3.770 -0.722 -6.374
Si 0.112 1.033 -5.416
C 1.467 1.295 -4.097
C 2.607 0.453 -3.900
H 2.687 -0.574 -4.302
C 3.723 0.906 -3.170
H 4.684 0.390 -3.264
C 3.641 2.086 -2.450
H 4.522 2.496 -1.954
C 2.437 2.798 -2.430
H 2.377 3.718 -1.855
C 1.361 2.412 -3.229
H 0.428 2.978 -3.200
C -0.175 -0.822 -5.314
C 0.314 -1.564 -4.216
H 0.696 -1.060 -3.321
C 0.371 -2.961 -4.259
H 0.945 -3.484 -3.493
C -0.254 -3.633 -5.310
H -0.235 -4.721 -5.338
C -0.884 -2.908 -6.330
H -1.357 -3.449 -7.149
C -0.864 -1.515 -6.339
H -1.352 -0.987 -7.161
H -1.146 1.581 -4.877
Cl -1.638 0.387 -1.908
N -3.016 1.961 2.248
C -3.390 0.655 2.542
C -4.150 0.131 3.581
C -4.132 -1.264 3.751
C -3.387 -2.088 2.893
C -2.613 -1.547 1.860
C -2.547 -0.148 1.737
N -1.657 0.666 1.065
C -1.989 1.940 1.354
C -1.367 3.137 0.809
C -1.763 4.440 1.063
S -0.749 5.570 0.236
C 0.136 4.227 -0.454
N -0.273 3.037 -0.057
H -3.427 2.797 2.645
H -4.709 0.803 4.237
H -4.692 -1.719 4.564
H -3.412 -3.169 3.032
H -2.056 -2.142 1.137
H -2.579 4.723 1.718
H 0.943 4.407 -1.155
*
```

Values from the calculation:
HOMO-LUMO gap (spin up / spin down) (eV): 5.549 / 5.941
Largest force on an atom (eV/Å): 2.67
Expectation value of S²: 0.985
Energy relative to the best compared isomer or geometry (same formula, charge and spin) (eV): 1.718

# 2
Density functional theory data (ωB97M-V/def2-TZVPD) for a structure of composition C39H35As2N2OPt.

ORCA input file:
```
! wB97M-V def2-TZVPD RIJCOSX def2/J DEFGRID3
* xyz -1 1
Pt -0.373 1.602 -1.882
C -1.129 -0.661 1.067
C -1.734 0.559 1.754
As -0.515 1.836 2.641
C -0.101 0.786 4.266
C -0.809 -0.332 4.693
C -0.472 -0.988 5.873
C 0.581 -0.534 6.650
C 1.293 0.588 6.241
C 0.950 1.238 5.067
C 1.231 1.502 1.807
C 1.993 0.357 2.037
C 3.239 0.203 1.444
C 3.741 1.199 0.616
C 2.989 2.338 0.374
C 1.740 2.484 0.963
As -2.054 -1.096 -0.627
C -2.884 -2.842 -0.099
C -3.919 -3.276 -0.927
C -4.553 -4.494 -0.720
C -4.166 -5.305 0.338
C -3.144 -4.885 1.178
C -2.512 -3.668 0.958
C -0.598 -2.034 -1.560
C -0.591 -2.030 -2.952
C 0.358 -2.756 -3.659
C 1.321 -3.491 -2.981
C 1.331 -3.493 -1.593
C 0.375 -2.771 -0.889
H -1.170 -1.524 1.733
H -0.085 -0.496 0.800
H -2.435 0.262 2.538
H -2.291 1.173 1.050
H -1.633 -0.716 4.106
H -1.037 -1.861 6.180
H 0.848 -1.048 7.565
H 2.117 0.956 6.841
H 1.516 2.110 4.758
H 1.618 -0.419 2.693
H 3.819 -0.694 1.633
H 4.717 1.083 0.158
H 3.365 3.109 -0.287
H 1.147 3.364 0.752
H -4.235 -2.644 -1.750
H -5.352 -4.808 -1.381
H -4.658 -6.255 0.508
H -2.833 -5.510 2.007
H -1.711 -3.379 1.629
H -1.324 -1.432 -3.482
H 0.354 -2.736 -4.743
H 2.065 -4.053 -3.534
H 2.081 -4.062 -1.055
H 0.388 -2.791 0.195
C -1.564 2.622 -0.922
C -2.393 3.559 -0.342
C -3.755 3.256 -0.020
C -4.573 4.188 0.583
C -4.111 5.462 0.913
C -2.784 5.779 0.616
C -1.943 4.872 0.010
H -4.136 2.273 -0.272
H -5.600 3.917 0.806
H -4.764 6.185 1.385
H -2.401 6.763 0.867
H -0.919 5.144 -0.216
N 5.876 -0.263 -4.649
C 4.876 0.489 -5.215
O 5.023 1.008 -6.306
C 3.604 0.602 -4.444
C 2.585 1.401 -4.957
C 1.413 1.552 -4.251
N 1.190 0.958 -3.060
C 2.156 0.153 -2.588
C 3.361 -0.038 -3.234
H 6.776 -0.159 -5.089
H 5.881 -0.405 -3.654
H 2.731 1.903 -5.903
H 0.606 2.172 -4.614
H 1.937 -0.345 -1.656
H 4.071 -0.715 -2.779
*
```

Values from the calculation:
HOMO-LUMO gap (spin up / spin down) (eV): 3.377 / 3.390
Largest force on an atom (eV/Å): 0.97
Energy relative to the best compared isomer or geometry (same formula, charge and spin) (eV): 2.652

# 3
Density functional theory data (ωB97M-V/def2-TZVPD) for a structure of composition C39H35BrF3N6O5RuS in a non-equilibrium geometry.

ORCA input file:
```
! wB97M-V def2-TZVPD RIJCOSX def2/J DEFGRID3
* xyz 0 6
Ru 0.836 1.177 1.009
C -3.044 -1.659 -2.704
O -3.900 -2.627 -2.095
C -3.331 -3.585 -1.305
C -3.675 -4.907 -1.551
C -3.121 -5.929 -0.800
C -2.213 -5.639 0.209
C -1.901 -4.321 0.497
C -2.466 -3.286 -0.246
N -2.249 -1.932 0.102
C -1.046 -1.305 0.221
N 0.031 -2.062 -0.055
C 1.382 -1.707 -0.136
C 2.100 -0.989 0.841
C 3.435 -0.649 0.588
C 4.056 -1.028 -0.580
C 3.376 -1.800 -1.513
C 2.055 -2.129 -1.289
O 1.337 -2.878 -2.193
C 1.657 -4.269 -2.157
N -0.967 -0.042 0.528
C -2.147 0.748 0.588
C -2.277 1.742 -0.390
C -3.382 2.567 -0.453
C -4.403 2.398 0.476
C -4.289 1.431 1.453
C -3.169 0.599 1.536
O -3.219 -0.330 2.527
C -2.025 -0.811 3.150
H -3.432 -1.494 -3.708
H -2.015 -2.019 -2.775
H -3.057 -0.709 -2.169
H -4.372 -5.114 -2.352
H -3.393 -6.956 -1.007
H -1.769 -6.434 0.793
H -1.236 -4.085 1.323
H -3.063 -1.337 0.133
H -0.179 -2.935 -0.510
H 3.966 -0.105 1.358
H 5.086 -0.751 -0.755
H 3.860 -2.140 -2.419
H 2.683 -4.449 -2.484
H 0.967 -4.763 -2.838
H 1.527 -4.677 -1.149
H -1.475 1.830 -1.114
H -3.450 3.326 -1.221
H -5.283 3.027 0.441
H -5.067 1.294 2.192
H -2.298 -1.067 4.172
H -1.246 -0.052 3.174
H -1.646 -1.706 2.654
Br 1.928 1.766 6.528
C 1.262 0.040 5.982
C 0.730 -0.783 6.956
C 0.316 -2.060 6.523
C 0.437 -2.403 5.209
C 0.967 -1.461 4.282
N 1.396 -0.220 4.711
C 1.110 -1.834 2.926
O 0.908 -2.923 2.400
O 1.646 -0.734 2.117
H 0.655 -0.475 7.987
H -0.085 -2.760 7.245
H 0.147 -3.377 4.837
F 2.811 6.157 -6.917
C 2.280 4.924 -6.984
F 3.054 4.203 -7.823
F 1.074 5.041 -7.583
C 2.160 4.275 -5.640
C 1.539 3.034 -5.553
C 1.389 2.427 -4.323
C 1.855 3.052 -3.160
C 2.494 4.290 -3.268
C 2.646 4.899 -4.501
C 1.654 2.439 -1.888
C 1.458 1.891 -0.815
H 1.173 2.552 -6.450
H 0.908 1.461 -4.242
H 2.870 4.773 -2.376
H 3.138 5.858 -4.579
C 0.300 4.709 0.916
N 1.447 4.172 1.638
C 1.364 2.959 2.279
N 2.525 2.466 2.813
S -0.151 2.372 2.881
H 0.608 5.619 0.407
H -0.491 4.949 1.623
H -0.094 4.000 0.185
H 2.329 4.314 1.165
H 3.305 3.099 2.903
H 2.398 1.824 3.590
*
```

Values from the calculation:
HOMO-LUMO gap (spin up / spin down) (eV): 5.402 / 7.045
Largest force on an atom (eV/Å): 1.76
Expectation value of S²: 8.800
Energy relative to the best compared isomer or geometry (same formula, charge and spin) (eV): 1.515

# 4
Density functional theory data (ωB97M-V/def2-TZVPD) for a structure of composition C39H35BrF4GeN5OSr in a non-equilibrium geometry.

ORCA input file:
```
! wB97M-V def2-TZVPD RIJCOSX def2/J DEFGRID3
* xyz 1 1
Sr 0.959 -0.265 0.785
C 2.368 3.069 2.422
C 0.849 3.099 2.496
N 0.222 2.738 1.219
C 0.620 3.637 0.118
C 0.578 5.140 0.394
C -1.253 2.743 1.364
C -1.991 1.791 0.442
N -1.603 0.444 0.789
C -2.511 -0.532 0.911
C -2.042 -1.809 1.283
F -0.648 -1.899 1.413
C -2.768 -2.941 1.531
F -2.107 -4.053 1.907
C -4.136 -2.932 1.386
C -4.669 -1.719 0.968
F -5.992 -1.638 0.775
C -3.928 -0.582 0.732
F -4.618 0.498 0.296
H 2.807 3.108 3.419
H 2.769 3.910 1.857
H 2.712 2.157 1.926
H 0.528 4.093 2.838
H 0.490 2.384 3.239
H -0.059 3.426 -0.707
H 1.620 3.361 -0.225
H -0.377 5.455 0.814
H 0.713 5.680 -0.544
H 1.367 5.466 1.070
H -1.650 3.755 1.209
H -1.491 2.458 2.390
H -1.759 2.025 -0.605
H -3.047 2.001 0.584
H -4.751 -3.797 1.575
Br -0.922 -3.414 -12.931
C -0.637 -3.260 -11.077
C -0.746 -2.011 -10.475
C -0.535 -1.891 -9.115
C -0.222 -3.020 -8.368
C -0.128 -4.262 -8.972
C -0.328 -4.390 -10.339
N 0.007 -3.006 -6.952
N 0.099 -1.878 -6.457
C 0.364 -1.896 -5.040
C 0.909 -2.963 -4.394
C 1.213 -2.892 -3.017
C 0.958 -1.746 -2.328
O 1.232 -1.565 -0.981
C 0.401 -0.612 -2.967
N 0.215 0.512 -2.215
C -0.301 1.548 -2.825
C -0.673 1.568 -4.186
C -0.466 0.458 -4.943
C 0.101 -0.690 -4.337
H -0.992 -1.144 -11.072
H -0.617 -0.929 -8.628
H 0.110 -5.124 -8.363
H -0.246 -5.352 -10.823
H 1.109 -3.871 -4.946
H 1.638 -3.762 -2.537
H -0.437 2.443 -2.232
H -1.103 2.466 -4.607
H -0.715 0.432 -5.994
Ge 2.039 -2.866 0.071
C 2.498 -1.661 1.559
C 1.792 -1.691 2.764
C 1.949 -0.654 3.693
C 2.800 0.403 3.403
C 3.486 0.459 2.182
C 3.316 -0.555 1.253
C 3.607 -3.494 -0.851
C 4.370 -2.632 -1.643
C 5.516 -3.095 -2.268
C 5.909 -4.419 -2.111
C 5.157 -5.281 -1.328
C 4.008 -4.822 -0.697
H 0.940 -3.861 0.443
H 1.149 -2.535 2.976
H 1.434 -0.705 4.643
H 2.947 1.189 4.131
H 4.161 1.278 1.970
H 3.811 -0.520 0.287
H 4.055 -1.608 -1.813
H 6.103 -2.427 -2.884
H 6.798 -4.780 -2.610
H 5.463 -6.311 -1.209
H 3.428 -5.510 -0.093
*
```

Values from the calculation:
HOMO-LUMO gap (eV): 5.340
Largest force on an atom (eV/Å): 10.28
Energy relative to the best compared isomer or geometry (same formula, charge and spin) (eV): 3.658

# 5
Density functional theory data (ωB97M-V/def2-TZVPD) for a structure of composition C39H35BrN4O2P2PtTe in a non-equilibrium geometry.

ORCA input file:
```
! wB97M-V def2-TZVPD RIJCOSX def2/J DEFGRID3
* xyz 0 1
Pt -0.096 -1.741 -0.123
C 4.127 -2.841 0.305
C 2.643 -2.880 0.151
N 1.862 -2.257 0.967
O 2.515 -1.530 1.941
C 1.992 -3.599 -0.930
C 2.676 -4.653 -1.748
N 0.748 -3.266 -1.160
O 0.015 -3.795 -2.047
H 4.468 -1.836 0.043
H 4.617 -3.568 -0.336
H 4.405 -3.013 1.344
H 1.796 -1.110 2.430
H 3.178 -5.388 -1.116
H 3.412 -4.211 -2.424
H 1.920 -5.157 -2.345
Te -0.794 2.679 -1.804
C -1.818 3.903 -0.392
C -3.078 4.429 -0.640
C -3.689 5.186 0.351
N -3.137 5.437 1.533
C -1.923 4.937 1.758
C -1.224 4.176 0.834
C 0.009 1.471 -0.283
P 1.664 0.750 -0.294
C 2.712 2.266 -0.284
C 3.222 2.665 0.951
C 3.843 3.898 1.098
C 3.958 4.745 0.006
C 3.494 4.339 -1.237
C 2.883 3.103 -1.386
C 1.987 0.127 -2.002
C 3.311 0.036 -2.436
C 3.618 -0.573 -3.644
C 2.607 -1.117 -4.425
C 1.291 -1.039 -4.002
C 0.982 -0.413 -2.801
P -1.015 0.257 0.499
C -0.739 0.332 2.305
C 0.206 1.149 2.912
C 0.458 1.024 4.274
C -0.234 0.093 5.032
C -1.195 -0.715 4.434
C -1.440 -0.601 3.076
C -2.763 0.685 0.302
C -3.487 1.343 1.289
C -4.820 1.658 1.074
C -5.438 1.313 -0.119
C -4.717 0.664 -1.112
C -3.383 0.355 -0.903
H -3.585 4.244 -1.578
H -4.676 5.610 0.193
H -1.489 5.165 2.726
H -0.236 3.797 1.058
H 3.131 1.994 1.799
H 4.233 4.199 2.062
H 4.418 5.718 0.121
H 3.603 4.992 -2.094
H 2.563 2.775 -2.365
H 4.102 0.447 -1.819
H 4.648 -0.641 -3.972
H 2.845 -1.597 -5.366
H 0.502 -1.485 -4.593
H -0.061 -0.332 -2.501
H 0.743 1.878 2.316
H 1.194 1.663 4.747
H -0.032 -0.011 6.090
H -1.744 -1.433 5.029
H -2.176 -1.230 2.585
H -3.011 1.615 2.223
H -5.377 2.180 1.842
H -6.482 1.548 -0.278
H -5.193 0.397 -2.047
H -2.812 -0.145 -1.678
Br -3.995 -4.573 -2.965
C -3.027 -4.427 -1.349
C -2.723 -5.546 -0.598
C -2.006 -5.356 0.576
C -1.645 -4.078 0.949
N -1.952 -2.994 0.221
C -2.632 -3.177 -0.917
H -3.038 -6.530 -0.914
H -1.737 -6.199 1.198
H -1.103 -3.893 1.868
H -2.876 -2.292 -1.487
*
```

Values from the calculation:
HOMO-LUMO gap (spin up / spin down) (eV): 5.506 / 5.511
Largest force on an atom (eV/Å): 1.67
Energy relative to the best compared isomer or geometry (same formula, charge and spin) (eV): 2.649